No. 1
Molecular formula: C4H3F3
Method: DFT, ωB97M-V with the def2-TZVPD basis set

Structure (ORCA input):
```
! RIJCOSX wB97M-V def2-TZVPD def2/J DEFGRID3
* xyz 0 1
C -0.553 -0.027 0.047
C 1.513 1.952 0.505
C 0.181 1.157 0.425
C -0.229 -1.325 -0.522
F 2.507 1.306 -0.097
F -1.802 -0.104 0.496
F -0.679 2.010 1.063
H -1.125 -1.626 -1.175
H -0.462 -2.015 0.419
H 0.649 -1.327 -1.161
*
```

Summary:
Relative energy (zero: lowest compared OMol25 entry of this formula, charge and spin) in eV: 3.734
Calculated total energy in eV: -12343.874
Highest occupied orbital energy in eV: -9.756

No. 2
Molecular formula: C4H3F4IO
Method: DFT, ωB97M-V with the def2-TZVPD basis set

Structure (ORCA input):
```
! RIJCOSX wB97M-V def2-TZVPD def2/J DEFGRID3
* xyz 0 1
C -2.077 0.707 -0.453
C -2.067 -0.538 0.126
C 1.002 -0.033 -0.457
C 2.095 0.508 0.484
O -2.093 1.722 -1.062
F 1.216 0.166 -1.792
F 1.779 0.189 1.792
F 2.040 1.829 0.410
F 3.280 0.030 0.219
I 0.882 -2.081 -0.242
H -1.517 -1.333 -0.508
H -3.041 -0.959 0.419
H -1.500 -0.207 1.063
*
```

Summary:
Relative energy (zero: lowest compared OMol25 entry of this formula, charge and spin) in eV: 3.576
Calculated total energy in eV: -25210.076
Highest occupied orbital energy (alpha / beta) in eV: -6.984 / -7.254

No. 3
Molecular formula: C4H3FO
Method: DFT, ωB97M-V with the def2-TZVPD basis set

Structure (ORCA input):
```
! RIJCOSX wB97M-V def2-TZVPD def2/J DEFGRID3
* xyz 0 1
C 1.393 0.057 0.037
C -0.002 0.767 -0.128
C -1.197 -0.182 -0.054
C -2.263 -0.717 -0.018
H 1.941 0.552 -0.680
H 1.718 0.379 1.075
H -2.981 -1.539 -0.027
O -0.059 1.973 -0.080
F 1.449 -1.290 -0.125
*
```

Summary:
Relative energy (zero: lowest compared OMol25 entry of this formula, charge and spin) in eV: 1.868
Calculated total energy in eV: -8958.459
SMILES: C#CC(=O)CF
Highest occupied orbital energy in eV: -10.744

No. 4
Molecular formula: C4H3FO2
Method: DFT, ωB97M-V with the def2-TZVPD basis set

Structure (ORCA input):
```
! RIJCOSX wB97M-V def2-TZVPD def2/J DEFGRID3
* xyz 0 3
C -1.641 0.309 0.838
C -2.438 0.162 -0.085
C 0.285 -0.144 -0.081
C 1.756 -0.083 -0.038
O -0.322 0.236 1.053
O -0.273 -0.439 -1.084
F -3.693 0.125 -0.339
H 2.201 -0.109 0.909
H 2.258 -0.922 -0.579
H 1.868 0.863 -0.595
*
```

Summary:
Relative energy (zero: lowest compared OMol25 entry of this formula, charge and spin) in eV: 2.673
<S²>: 2.01
Calculated total energy in eV: -11001.510
Highest occupied orbital energy (alpha / beta) in eV: -6.694 / -9.831

No. 5
Molecular formula: C4H3FO2S
Method: DFT, ωB97M-V with the def2-TZVPD basis set

Structure (ORCA input):
```
! RIJCOSX wB97M-V def2-TZVPD def2/J DEFGRID3
* xyz 0 1
C 0.375 1.055 -0.033
C 0.284 -0.422 -0.183
C 1.359 -1.311 0.040
C -1.037 -1.035 -0.225
H 1.552 2.631 -0.539
H 1.192 -2.362 0.149
H -1.097 -2.089 -0.588
O 1.571 1.594 -0.529
O -0.477 1.658 0.657
F 2.653 -1.067 0.297
S -2.510 -0.270 -0.019
*
```

Summary:
Relative energy (zero: lowest compared OMol25 entry of this formula, charge and spin) in eV: 1.200
Calculated total energy in eV: -21842.232
SMILES: O=C(O)/C(C=S)=C\F
Highest occupied orbital energy in eV: -8.535

No. 6
Molecular formula: C4H3FO5Pb
Method: DFT, ωB97M-V with the def2-TZVPD basis set

Structure (ORCA input):
```
! RIJCOSX wB97M-V def2-TZVPD def2/J DEFGRID3
* xyz 2 1
O -2.198 2.970 -2.522
C -2.693 3.726 -3.265
O -3.191 4.458 -3.987
O -0.540 0.061 -0.128
C 2.591 -1.611 1.306
C -0.053 -0.394 0.887
O 3.592 -2.255 1.345
O 1.430 -2.046 1.809
C 0.230 -1.856 1.091
Pb -1.273 1.845 -0.984
F 0.020 0.333 1.961
H 2.420 -0.625 0.744
H 0.271 -2.317 0.089
H -0.605 -2.291 1.654
*
```

Summary:
Calculated total energy in eV: -22378.904
Highest occupied orbital energy in eV: -17.007

No. 7
Molecular formula: C4H3FO5Pd
Method: DFT, ωB97M-V with the def2-TZVPD basis set

Structure (ORCA input):
```
! RIJCOSX wB97M-V def2-TZVPD def2/J DEFGRID3
* xyz 0 3
C -0.162 1.029 0.600
C -1.215 -0.037 0.888
F 0.103 1.716 1.758
H -0.448 1.749 -0.178
H -0.787 -0.782 1.576
H -2.057 0.455 1.390
O -1.733 -0.643 -0.277
C -1.001 -1.599 -0.978
O -1.649 -2.176 -1.830
O 2.753 -0.564 -0.552
Pd 0.978 -1.435 -0.592
O 2.089 1.371 -1.455
O 0.987 0.370 0.219
C 2.142 0.545 -0.568
*
```

Summary:
Relative energy (zero: lowest compared OMol25 entry of this formula, charge and spin) in eV: 0.000
<S²>: 2.01
Calculated total energy in eV: -20626.829
Highest occupied orbital energy (alpha / beta) in eV: -9.493 / -10.356

No. 8
Molecular formula: C4H3FO6Rb
Method: DFT, ωB97M-V with the def2-TZVPD basis set

Structure (ORCA input):
```
! RIJCOSX wB97M-V def2-TZVPD def2/J DEFGRID3
* xyz 0 2
C -0.667 1.231 0.035
C -1.077 0.164 1.060
O -2.245 -0.552 0.596
C -2.102 -1.551 -0.212
O -1.043 -2.059 -0.618
O -3.141 -2.138 -0.649
O -0.616 0.846 -1.195
F -1.692 2.294 0.214
H -1.367 0.596 2.022
H -0.250 -0.544 1.210
O 5.244 0.920 0.335
C 4.289 0.409 -0.072
O 3.455 -0.283 -0.502
Rb 0.945 -1.078 -2.662
H 0.265 1.745 0.439
*
```

Summary:
Relative energy (zero: lowest compared OMol25 entry of this formula, charge and spin) in eV: 0.000
<S²>: 0.76
Calculated total energy in eV: -19853.418
Highest occupied orbital energy (alpha / beta) in eV: -7.796 / -7.714

No. 9
Molecular formula: C4H3HgO2
Method: DFT, ωB97M-V with the def2-TZVPD basis set

Structure (ORCA input):
```
! RIJCOSX wB97M-V def2-TZVPD def2/J DEFGRID3
* xyz 0 2
O -3.728 0.077 -0.399
C -2.817 -0.984 -0.150
C -1.498 -0.448 0.204
C -0.337 -0.080 0.400
H -3.867 0.556 0.423
H -2.726 -1.631 -1.040
H -3.184 -1.621 0.674
C 2.720 -1.206 0.116
O 2.908 -0.079 0.268
Hg 1.483 1.898 0.618
*
```

Summary:
Relative energy (zero: lowest compared OMol25 entry of this formula, charge and spin) in eV: 0.162
<S²>: 0.77
Calculated total energy in eV: -12460.820
Highest occupied orbital energy (alpha / beta) in eV: -9.072 / -9.124

No. 10
Molecular formula: C4H3I
Method: DFT, ωB97M-V with the def2-TZVPD basis set

Structure (ORCA input):
```
! RIJCOSX wB97M-V def2-TZVPD def2/J DEFGRID3
* xyz 0 1
C 1.199 1.280 -0.184
C 0.492 0.327 -0.218
C -0.316 -0.809 -0.369
C -1.320 -1.031 0.412
I -2.656 -2.792 0.186
H 1.789 2.076 0.091
H -0.163 -1.590 -1.043
H -1.762 -0.402 1.223
*
```

Summary:
Relative energy (zero: lowest compared OMol25 entry of this formula, charge and spin) in eV: 0.385
Calculated total energy in eV: -12294.114
SMILES: C#C/C=C/I
Highest occupied orbital energy in eV: -9.213

No. 11
Molecular formula: C4H3I3N4
Method: DFT, ωB97M-V with the def2-TZVPD basis set

Structure (ORCA input):
```
! RIJCOSX wB97M-V def2-TZVPD def2/J DEFGRID3
* xyz 0 1
C 2.424 1.491 -0.183
C -0.599 -0.446 -0.293
C -0.301 0.789 0.019
C 0.424 1.260 1.280
N 3.502 2.204 -0.100
N 3.423 2.925 1.046
N 2.394 2.601 1.669
N 1.735 1.661 0.953
I -0.660 2.406 -1.402
I -0.497 2.922 2.165
I 0.611 -0.260 2.891
H 2.091 0.843 -0.885
H -0.870 -0.602 -1.258
H -0.277 -1.294 0.211
*
```

Summary:
Relative energy (zero: lowest compared OMol25 entry of this formula, charge and spin) in eV: 0.060
Calculated total energy in eV: -34455.515
Highest occupied orbital energy in eV: -9.333

No. 12
Molecular formula: C4H3I4N
Method: DFT, ωB97M-V with the def2-TZVPD basis set

Structure (ORCA input):
```
! RIJCOSX wB97M-V def2-TZVPD def2/J DEFGRID3
* xyz 0 1
C 1.086 0.641 0.397
C 0.351 0.525 -0.886
C -0.972 -0.034 -0.434
C -0.635 -0.614 1.024
N 0.609 -0.028 1.353
I 2.912 1.690 0.711
I 1.632 -0.874 -2.086
I -2.321 1.545 -0.273
I -0.276 -2.856 0.844
H 0.416 1.526 -1.380
H -1.284 -0.906 -0.930
H -1.517 -0.615 1.660
*
```

Summary:
Calculated total energy in eV: -38088.193
SMILES: IC1=N[C@H](I)[C@@H](I)[C@@H]1I
Highest occupied orbital energy in eV: -9.339